[1]
Density functional theory data (ωB97M-V/def2-TZVPD) for a structure of composition C36H36AsF4N3O4PdS in a non-equilibrium geometry.

```
86
C36H36AsF4N3O4PdS (ωB97M-V/def2-TZVPD)
Pd 0.8939 -0.9959 0.6550
C 5.0612 1.1242 0.7397
C 3.5962 0.6539 0.6561
N 3.1481 -0.3041 1.6411
C 2.7751 0.2077 2.9463
C 3.8981 0.5656 3.9381
C 3.8938 -1.5479 1.6151
C 3.2091 -2.6737 2.3987
N 1.8246 -2.7840 2.0258
C 1.0954 -3.7182 2.5748
C -0.2952 -3.7994 2.2307
F -0.7472 -2.8669 1.3366
C -1.1615 -4.7223 2.7412
F -2.4687 -4.6912 2.3773
C -0.7496 -5.6987 3.6460
C 0.5881 -5.6700 4.0033
F 1.0329 -6.6182 4.8842
C 1.4745 -4.7385 3.5198
F 2.7659 -4.8305 3.9943
H 5.2476 1.8662 -0.0346
H 5.7422 0.2904 0.5859
H 5.2767 1.5797 1.7020
H 3.4593 0.1861 -0.3289
H 2.9343 1.5277 0.7169
H 2.1370 -0.5560 3.4022
H 2.1471 1.0897 2.7832
H 4.5504 -0.2844 4.1258
H 3.4397 0.8560 4.8826
H 4.5062 1.3992 3.5907
H 4.9211 -1.4397 2.0156
H 3.9539 -1.8609 0.5646
H 3.3130 -2.4792 3.4799
H 3.7535 -3.6083 2.1770
H -1.4268 -6.4336 4.0399
O 0.0326 1.3191 1.2458
As -0.4208 1.7611 -0.2405
C 0.3218 3.5982 -0.4256
C 0.6476 4.2623 0.7505
C 1.0630 5.5834 0.7418
C 1.1257 6.2725 -0.4581
C 0.8152 5.6198 -1.6396
C 0.4316 4.2887 -1.6269
C 0.2566 1.0290 -1.9111
C -0.5706 0.4758 -2.8760
C -0.0577 0.1435 -4.1181
C 1.2794 0.3642 -4.4054
C 2.1092 0.9124 -3.4399
C 1.5927 1.2584 -2.2035
C -2.2640 2.3080 -0.5336
C -2.6119 2.8670 -1.7536
C -3.9068 3.2943 -1.9781
C -4.8665 3.1615 -0.9887
C -4.5233 2.6092 0.2336
C -3.2222 2.1948 0.4622
H 0.5812 3.7006 1.6766
H 1.3391 6.0785 1.6638
H 1.4225 7.3134 -0.4838
H 0.8838 6.1559 -2.5792
H 0.2364 3.7780 -2.5645
H -1.6155 0.3041 -2.6615
H -0.7132 -0.2798 -4.8643
H 1.6739 0.1192 -5.3828
H 3.1561 1.0870 -3.6562
H 2.2202 1.7282 -1.4527
H -1.8716 2.9579 -2.5397
H -4.1750 3.7164 -2.9359
H -5.8791 3.4926 -1.1710
H -5.2810 2.4758 0.9939
H -2.9449 1.7588 1.4171
N -1.5728 -0.5089 -0.1708
C -2.4695 -1.2824 -0.9340
C -2.0036 -2.3168 -1.7411
C -2.8856 -3.0231 -2.5420
C -4.2265 -2.7024 -2.5463
C -4.6976 -1.6837 -1.7461
C -3.8286 -0.9718 -0.9391
S -5.4119 -3.5781 -3.5964
O -6.6094 -3.7320 -2.7682
O -4.7771 -4.8412 -3.9699
O -5.6045 -2.6721 -4.7367
H -1.8977 -0.3923 0.7938
H -0.6286 -0.9920 -0.0795
H -0.9414 -2.5482 -1.7209
H -2.5516 -3.8385 -3.1636
H -5.7580 -1.4754 -1.7601
H -4.1898 -0.1755 -0.3011
```

The energy relative to the best compared isomer or geometry (same formula, charge and spin) is 47.2 kcal/mol. Its net charge is -2. The highest occupied orbital energy is -0.0490 Eh.

Mulliken population analysis, charges in e, atoms 1 to 2: -0.833 -1.635

[2]
Density functional theory data (ωB97M-V/def2-TZVPD) for a structure of composition C36H36BN5O11PRhSSe2 in a non-equilibrium geometry.

```
94
C36H36BN5O11PRhSSe2 (ωB97M-V/def2-TZVPD)
Rh -0.2690 -0.6460 0.6771
Se 1.7960 2.8083 -0.1074
P -0.3591 2.9763 -0.0817
Se -1.4453 1.0464 -0.4074
C -0.8039 3.9498 -1.5739
C 0.0441 4.9739 -1.9842
C -0.3554 5.8522 -2.9777
C -1.6085 5.7174 -3.5573
C -2.4461 4.6833 -3.1677
C -2.0482 3.7988 -2.1783
C -1.0841 4.1333 1.1326
C -2.4365 4.0458 1.4331
C -2.9870 4.9299 2.3457
C -2.1906 5.8968 2.9430
C -0.8435 5.9865 2.6266
C -0.2833 5.1004 1.7180
H 1.0230 5.0782 -1.5304
H 0.3089 6.6449 -3.2937
H -1.9310 6.4225 -4.3113
H -3.4164 4.5683 -3.6322
H -2.6962 2.9846 -1.8809
H -3.0376 3.2713 0.9722
H -4.0368 4.8588 2.5981
H -2.6205 6.5823 3.6614
H -0.2237 6.7398 3.0943
H 0.7738 5.1485 1.4855
O 6.9132 -1.1706 4.5095
N 5.7974 -1.6555 4.5745
O 5.4249 -2.4051 5.4600
C 4.8449 -1.3100 3.5379
C 3.5539 -1.8189 3.5967
C 2.6306 -1.4899 2.6226
C 2.9373 -0.5499 1.5641
O 2.0168 -0.0533 0.8142
C 4.3089 -0.1263 1.5312
C 5.2270 -0.4813 2.5088
N 4.7766 0.7856 0.5214
O 5.6948 1.5354 0.8050
O 4.2571 0.7476 -0.5862
N 1.3417 -1.9997 2.7455
O 0.6302 -2.2511 1.6649
O 0.8384 -2.2104 3.8888
H 3.2596 -2.4742 4.4023
H 6.2389 -0.1095 2.4537
C -8.2378 -2.5943 -1.1946
C -7.2730 -3.7892 -1.1611
C -8.0355 -5.0095 -0.6390
C -6.8022 -4.1016 -2.5908
C -6.0633 -3.4435 -0.2945
C -5.8045 -4.0857 0.9166
C -4.6763 -3.8184 1.6887
C -3.8007 -2.8746 1.2108
O -2.5919 -2.4506 1.7183
B -2.1136 -1.5053 0.8305
O -3.0338 -1.3135 -0.2049
C -4.0647 -2.1926 0.0288
C -5.1756 -2.4555 -0.7360
H -9.0814 -2.8149 -1.8513
H -7.7443 -1.6944 -1.5628
H -8.6267 -2.3909 -0.1959
H -8.8816 -5.2176 -1.2941
H -8.4302 -4.8336 0.3619
H -7.3969 -5.8934 -0.6209
H -7.6460 -4.4432 -3.1922
H -6.0459 -4.8876 -2.5832
H -6.3775 -3.2240 -3.0773
H -6.4903 -4.8337 1.2856
H -4.4885 -4.3421 2.6159
H -5.3299 -1.9093 -1.6564
C 1.2364 1.0007 4.3796
S 0.0783 0.4727 3.0871
C -1.2931 0.0408 4.1806
O -0.3186 1.7710 2.4632
H 0.7532 1.7982 4.9393
H 2.1269 1.3772 3.8798
H 1.4794 0.1475 5.0086
H -0.9573 -0.8053 4.7760
H -2.1301 -0.2569 3.5533
H -1.5511 0.9026 4.7923
N -1.1187 -5.2288 0.6137
C -0.2970 -5.4410 -0.4464
O -0.2062 -6.5040 -1.0255
C 0.4682 -4.2108 -0.8417
C 1.8513 -4.2041 -0.9630
C 2.4889 -3.0159 -1.2753
C 1.7404 -1.8529 -1.3631
N 0.4115 -1.8503 -1.2235
C -0.2105 -3.0198 -1.0411
H -1.6298 -6.0154 0.9778
H -1.0607 -4.3905 1.1718
H 2.4114 -5.1150 -0.7985
H 3.5601 -2.9772 -1.4145
H 2.2150 -0.8956 -1.5363
H -1.2938 -3.0009 -1.0599
```

The spin multiplicity is 5. Its net charge is 0. The highest occupied orbital energy (alpha / beta) is -0.2523 / -0.3139 Eh. The expectation value of S² is 6.034.

Mulliken population analysis, charges in e, atoms 1 to 2: 1.983 -0.001